[1]
# C23H56F6NO27S9V

A molecular structure, C23H56F6NO27S9V (wB97M-V/def2-TZVPD, the Open Molecules 2025 dataset).

The HOMO-LUMO gap (spin up / spin down) comes out at 0.2146 / 0.1163 hartree. As for the multiplicity: 2. The calculation puts the HOMO energy (spin up / spin down) at -12.392 / -12.386 eV. Its net charge is +1.

Last column: Mulliken spin population.
Element x y z (Å)
O: 0.6754 1.4177 0.6755  0.691
V: 1.1786 0.7244 -0.6677  -0.585
O: -0.0611 0.4223 -1.6460  0.857
C: 2.2071 4.7290 0.3556  0.001
F: 1.6519 4.0382 1.3031  0.001
F: 1.8847 5.9867 0.4605  0.000
F: 3.5297 4.5303 0.4436  0.000
S: 1.6694 3.9434 -1.3767  -0.006
O: 0.2181 3.6940 -1.2755  -0.005
O: 2.0801 4.9340 -2.4058  0.000
N: 2.3453 2.3165 -1.4365  0.021
S: 3.7759 2.5332 -2.2156  -0.001
O: 4.4996 3.7648 -1.8904  0.002
O: 4.6204 1.3608 -2.2207  -0.002
C: 3.1486 2.7126 -4.1038  0.001
F: 3.5836 1.6222 -4.7715  0.001
F: 1.8440 2.7352 -4.1881  0.001
F: 3.6906 3.7073 -4.7243  0.001
O: 4.5107 -2.0575 1.7230  0.001
S: 4.1625 -0.6582 1.4064  0.008
O: 3.1285 -0.3854 0.3778  -0.003
O: 3.6128 0.0056 2.7718  -0.002
C: 4.2350 -0.4485 3.9800  0.000
C: 3.6709 0.4775 5.0903  0.000
C: 5.6983 0.3084 1.1018  0.000
H: 5.3208 -0.4830 4.0686  0.000
H: 3.8721 -1.4628 4.1464  0.000
H: 3.7177 1.5553 4.9352  0.000
H: 4.1621 0.2832 6.0438  0.000
H: 2.6347 0.1988 5.2821  0.000
H: 5.7207 0.3486 0.0127  0.000
H: 6.5508 -0.2277 1.5189  0.000
H: 5.7355 1.3012 1.5502  0.000
O: 0.1386 4.4035 6.5275  0.000
S: 0.3449 4.2342 5.1446  0.000
O: 1.6503 4.0599 4.5595  0.000
O: -0.7254 2.9817 4.7021  0.000
C: -0.9448 2.8196 3.3295  -0.003
C: -1.5035 1.5016 2.9089  0.013
C: -0.4616 5.6650 4.3124  0.000
H: 0.0179 2.9336 2.8312  0.003
H: -1.6320 3.5961 2.9933  0.000
H: -0.8721 0.6586 3.1892  0.000
H: -1.5517 1.5692 1.8221  0.002
H: -2.4888 1.1903 3.2558  0.000
H: 0.1891 6.5356 4.3954  0.000
H: -1.4469 5.7793 4.7643  0.000
H: -0.4891 5.4431 3.2455  0.000
O: 2.4442 -0.8134 -2.1491  0.008
S: 3.2190 -1.8721 -2.8305  0.006
O: 3.1431 -1.9029 -4.2732  0.001
O: 4.8190 -1.7287 -2.3316  0.002
C: 5.8829 -2.4171 -3.0268  0.000
C: 6.3503 -3.3711 -1.8821  0.000
C: 2.7777 -3.4964 -2.0924  0.000
H: 6.7601 -1.8200 -3.2761  0.000
H: 5.5487 -2.8619 -3.9640  0.000
H: 6.6790 -2.9072 -0.9522  0.000
H: 7.2372 -3.9328 -2.1753  0.000
H: 5.5721 -4.0947 -1.6396  0.000
H: 3.5184 -4.2453 -2.3729  0.000
H: 1.8683 -3.9140 -2.5245  0.000
H: 2.7764 -3.3932 -1.0073  0.000
O: -7.1471 -0.6411 3.0889  0.000
S: -6.6860 -0.8070 1.7076  0.000
O: -7.3023 0.0100 0.6416  0.000
O: -5.0574 -0.6133 1.6342  0.000
C: -4.4743 -0.4631 0.3258  0.000
C: -2.9673 -0.6813 0.3340  0.002
C: -6.8073 -2.5293 1.1410  0.000
H: -4.6644 0.5447 -0.0433  0.000
H: -4.9542 -1.1383 -0.3827  0.000
H: -2.5800 -0.3893 -0.6421  -0.001
H: -2.8806 -1.7605 0.4609  0.000
H: -2.4141 -0.2158 1.1497  0.005
H: -7.7262 -2.9820 1.5139  0.000
H: -5.8981 -2.9501 1.5704  0.000
H: -6.6535 -2.5541 0.0622  0.000
O: -0.0174 -3.8324 1.0915  0.000
S: 0.0708 -2.4537 1.5286  -0.002
O: 0.4076 -1.3795 0.6239  -0.026
O: -1.3428 -2.0484 2.3601  0.002
C: -1.9668 -3.0042 3.2035  0.000
C: -3.3263 -2.3713 3.7132  0.000
C: 1.2375 -2.3952 2.9066  0.000
H: -1.2714 -3.2535 4.0049  0.000
H: -2.1780 -3.9284 2.6657  0.000
H: -3.9152 -2.1535 2.8222  0.000
H: -3.1877 -1.4454 4.2713  0.000
H: -3.9527 -3.0768 4.2591  0.000
H: 1.0336 -3.2824 3.5062  0.000
H: 0.9922 -1.5105 3.4942  0.000
H: 2.2361 -2.5421 2.4951  0.000
O: -1.8074 3.3581 -6.2087  0.000
S: -1.9451 4.6462 -5.5247  0.000
O: -2.4546 5.8165 -6.2893  0.000
O: -2.9770 4.4263 -4.2159  0.003
C: -3.3432 3.0702 -3.7293  0.001
C: -2.2204 2.4781 -2.9701  -0.003
C: -0.3860 5.0873 -4.5535  0.000
H: -3.6565 2.5220 -4.6177  0.000
H: -4.1494 3.3417 -3.0478  0.000
H: -2.5950 1.5281 -2.5892  0.004
H: -2.0193 3.1806 -2.1613  0.000
H: -1.3444 2.2517 -3.5780  0.001
H: -0.4426 6.1451 -4.2965  0.000
H: 0.4383 4.9625 -5.2558  0.000
H: -0.4937 4.4524 -3.6741  0.000
O: -4.0796 -3.8444 -0.1902  0.000
S: -4.3955 -4.4748 -1.4478  0.000
O: -5.6289 -4.1558 -2.1124  0.000
O: -3.1951 -4.3460 -2.6256  0.000
C: -1.8574 -4.1324 -2.2030  0.000
C: -1.4261 -2.6563 -2.5355  -0.002
C: -4.4411 -6.3187 -1.3752  0.000
H: -1.2929 -4.7795 -2.8744  0.000
H: -1.5724 -4.4129 -1.1890  0.000
H: -1.6868 -2.4513 -3.5738  0.000
H: -0.3673 -2.4758 -2.3498  0.000
H: -2.0940 -2.0173 -1.9578  0.000
H: -4.8756 -6.6329 -2.3242  0.000
H: -4.9864 -6.5839 -0.4695  0.000
H: -3.4077 -6.6653 -1.3767  0.000

Forces on atoms 1 to 2 (eV/Å):
O -0.6 -0.2 -0.9
V 3.8 -0.9 0.2

***

[2]
# C5H8BrF

2 unconnected molecules or ions with the total composition C5H8BrF (wB97M-V/def2-TZVPD, the Open Molecules 2025 dataset).

The HOMO-LUMO gap comes out at 0.3177 hartree. The value obtained for the energy above the lowest of the compared OMol25 structures with the same formula, charge and spin is 82.86 kcal per mole. The calculation puts the HOMO energy at -8.178 eV. Its net charge is 0.

Last column: Löwdin charge in e.
Element x y z (Å)
C: 0.3117 0.5800 0.6317  -0.095
C: -0.1719 0.0975 -0.7824  -0.313
C: -0.1316 -0.8515 0.3321  -0.228
C: -1.5236 0.4258 -1.1785  -0.079
C: 1.9163 -2.1424 0.2537  -0.477
F: -1.1689 -1.6447 0.7967  0.018
Br: 3.1743 -0.8685 0.8181  0.657
H: 1.3359 0.8803 0.9259  0.020
H: -0.3635 1.1791 1.3211  0.123
H: 0.5895 0.1786 -1.5565  0.139
H: -1.6429 0.6813 -2.2183  0.078
H: -1.8879 1.3040 -0.6082  0.097
H: -2.1121 -0.4478 -0.8777  0.085
H: 1.8781 -2.3156 -0.7375  -0.053
H: 1.6085 -2.8689 1.0458  0.028

Forces on atoms 1 to 2 (eV/Å):
C -2.0 -0.5 1.6
C 1.8 0.5 1.2

***

Q: net charge of number 2 (C5H8BrF)?
A: 0

***

Q: What is the net charge in the first record?
A: +1